Entry 1:
ORCA calculation (ωB97M-V with the def2-TZVPD basis set) on a cluster of 4 separate species, C34H51BBr2N3O9S5 in total in a non-equilibrium geometry.

Each line ends with the Mulliken charge.
Positions of all 105 atoms, in Å:
C (0.410095, 0.769425, 5.530560)  -1.38
C (0.168754, -0.049290, 4.481545)  0.13
B (-1.081830, 0.265402, 3.439800)  0.40
C (-2.284142, -0.678397, 4.012611)  0.56
C (-3.678350, -0.035872, 4.088515)  -0.87
C (-4.767963, -0.989756, 3.582080)  -0.56
S (-4.744043, -2.569503, 4.528376)  -0.16
C (-4.745946, -3.768181, 3.242238)  0.26
S (-5.920601, -3.821508, 2.118298)  -0.27
N (-3.691300, -4.680659, 3.236177)  0.12
C (-2.345373, -4.463406, 3.482782)  -0.23
C (-1.746965, -5.663804, 3.314858)  -0.59
N (-2.670221, -6.632914, 2.964565)  -0.65
C (-3.807405, -6.014997, 2.931550)  -0.10
O (-0.862710, 0.018303, 1.986881)  -0.18
C (-0.352586, 1.168633, 1.394089)  0.50
C (1.197647, 0.986933, 1.612817)  -2.34
O (1.534730, -0.390016, 1.439982)  0.56
C (2.704442, -0.611828, 0.752374)  0.69
C (2.934048, -0.053747, -0.498891)  0.53
C (4.088166, -0.291315, -1.229015)  0.33
C (4.245279, 0.317054, -2.597686)  -1.77
C (5.063958, -1.103542, -0.669181)  -1.02
C (4.835827, -1.669228, 0.577488)  -1.26
C (3.667872, -1.456528, 1.303780)  -0.07
C (3.506504, -2.157787, 2.632912)  0.73
C (3.796888, -1.223287, 3.830928)  -1.40
C (2.158128, -2.917352, 2.758504)  -1.51
C (-0.518421, 1.252543, -0.144791)  -0.55
C (-0.653767, -0.041433, -0.903502)  -0.34
O (-0.133291, -0.153875, -1.988325)  -0.50
O (-1.397723, -1.047809, -0.395298)  -0.33
C (-0.992812, 2.319233, 2.256937)  2.78
N (0.120302, 3.333162, 2.529105)  -0.89
C (0.519286, 4.007281, 1.598813)  0.70
O (0.868732, 4.733594, 0.741703)  -0.57
C (-2.278895, 3.062747, 1.844079)  -0.70
Br (-2.355396, 4.899462, 2.393076)  -0.13
C (-3.384788, 2.654686, 1.219250)  0.35
C (-4.563395, 3.520807, 0.888490)  -1.87
Br (-3.625728, 0.848130, 0.688077)  -0.03
O (-1.276562, 1.760303, 3.469188)  -0.73
H (0.539544, 0.394651, 6.546586)  0.24
H (0.482808, 1.844274, 5.395234)  0.24
H (0.801464, -0.932680, 4.375105)  -0.06
H (-2.004910, -1.040653, 5.000902)  0.72
H (-2.309916, -1.554830, 3.360479)  -0.68
H (-3.904627, 0.115542, 5.147675)  0.44
H (-3.737381, 0.908734, 3.554250)  0.15
H (-5.772015, -0.592136, 3.702979)  0.51
H (-4.546202, -1.257209, 2.552572)  0.08
H (-1.921654, -3.511077, 3.739531)  0.66
H (-0.693142, -5.848374, 3.430713)  0.42
H (-4.734605, -6.501420, 2.686713)  0.38
H (1.485777, 1.294812, 2.617632)  0.30
H (1.770308, 1.614188, 0.928597)  0.94
H (2.180571, 0.594703, -0.928350)  0.14
H (5.284313, 0.327178, -2.917746)  0.51
H (3.715081, -0.328360, -3.304731)  0.09
H (3.776971, 1.296782, -2.656887)  0.50
H (5.989841, -1.317235, -1.182962)  0.26
H (5.591661, -2.310439, 1.014864)  0.36
H (4.266523, -2.937986, 2.659957)  0.75
H (2.914038, -0.982845, 4.417566)  0.31
H (4.280163, -0.308227, 3.493347)  0.32
H (4.497141, -1.717222, 4.507436)  0.33
H (2.358366, -3.985100, 2.868683)  0.33
H (1.587521, -2.610508, 3.630050)  0.36
H (1.557899, -2.796812, 1.861932)  0.20
H (-1.410230, 1.845021, -0.365434)  0.57
H (0.300565, 1.795046, -0.607604)  0.38
H (-0.819000, -1.803579, -0.234795)  0.36
H (-4.249901, 4.416036, 0.361900)  0.53
H (-5.203772, 2.983077, 0.192530)  0.42
H (-5.163468, 3.751309, 1.767830)  0.32
C (-2.903891, 4.717284, -2.761147)  -0.82
S (-3.843622, 6.210641, -2.425049)  0.44
O (-4.762081, 5.892157, -1.300472)  -0.58
C (-4.820586, 6.176315, -3.933884)  -0.97
H (-2.257992, 4.532164, -1.904290)  0.14
H (-3.587636, 3.878749, -2.896335)  0.32
H (-2.294039, 4.861977, -3.653158)  0.47
H (-5.374822, 5.239163, -3.989614)  0.30
H (-4.158529, 6.281134, -4.793517)  0.35
H (-5.514492, 7.013637, -3.901621)  0.33
C (7.310971, -3.035205, -5.401041)  -1.04
S (6.185664, -1.878018, -4.606486)  0.59
O (5.497888, -2.620286, -3.524990)  -0.58
C (5.036298, -1.760093, -5.983156)  -0.91
H (8.093974, -3.280016, -4.686654)  0.34
H (6.768588, -3.939209, -5.678127)  0.30
H (7.751634, -2.567477, -6.281845)  0.36
H (4.647183, -2.751028, -6.217878)  0.32
H (5.546662, -1.333690, -6.847064)  0.39
H (4.221913, -1.105237, -5.679851)  0.23
C (-1.504170, 1.068094, -6.875771)  -0.97
S (-0.671392, 1.373111, -5.308737)  0.66
O (0.501803, 2.237638, -5.605930)  -0.66
C (-0.066329, -0.299509, -5.095310)  -0.74
H (-1.928199, 2.009589, -7.219203)  0.32
H (-0.783953, 0.699678, -7.606667)  0.30
H (-2.301650, 0.340482, -6.724666)  0.33
H (0.550828, -0.576422, -5.951935)  0.37
H (-0.912319, -0.979838, -4.999375)  0.35
H (0.522618, -0.333448, -4.183281)  0.04

Forces on the atoms, in the same order (eV/Å):
C 0.228 -0.414 -0.080
C 0.471 0.946 -0.553
B 1.409 0.229 -0.018
C 0.088 0.572 -0.304
C -0.091 -1.215 0.715
C 0.048 0.096 0.000
S 0.734 -0.067 0.076
C -0.418 0.459 -0.287
S 0.052 -0.128 -0.091
N -0.229 -0.125 0.248
C 0.201 0.008 0.346
C 0.100 0.175 -0.067
N 0.257 -0.029 0.219
C 0.047 -0.477 -0.382
O -0.958 0.075 -0.243
C 1.038 -1.639 0.150
C -0.103 1.124 0.566
O 0.235 0.302 -0.448
C 0.300 -0.085 -0.087
C -0.295 0.232 -0.070
C 0.285 0.162 0.064
C -0.374 -0.592 -0.023
C -0.096 -0.032 0.328
C -0.037 0.039 -0.131
C 0.080 -0.315 0.098
C -0.437 -0.052 0.262
C 0.236 -0.270 -0.013
C 0.413 -0.264 -0.071
C -1.201 0.171 0.487
C 0.511 0.047 -0.573
O 0.131 -0.086 -0.006
O -0.085 0.184 0.334
C 0.650 0.208 1.727
N -0.038 0.161 -1.400
C -0.274 0.537 -0.048
O 0.144 -0.484 0.502
C 0.187 0.252 -0.885
Br -0.009 -0.038 0.086
C 0.121 0.012 0.182
C -0.174 -0.479 -0.462
Br -0.071 -0.006 0.010
O -0.676 -0.179 -0.279
H 1.342 -0.042 -0.158
H -1.447 0.187 0.258
H -1.181 -0.954 0.828
H -0.068 -0.129 0.041
H -0.030 0.004 -0.173
H 0.016 0.580 -0.028
H -0.097 0.081 0.007
H -0.042 0.131 -0.311
H -0.326 -0.027 -0.105
H -0.215 0.148 0.045
H 0.020 -0.223 -0.096
H -0.234 0.295 0.041
H -0.147 -0.211 0.148
H 0.041 -0.045 -0.086
H -0.060 -0.044 -0.049
H 0.080 0.275 0.076
H -0.024 0.055 -0.095
H 0.197 0.151 -0.019
H -0.016 0.026 -0.163
H 0.035 -0.053 -0.008
H 0.211 0.109 -0.150
H -0.100 0.194 -0.156
H -0.080 0.127 0.061
H 0.001 0.024 0.094
H -0.050 -0.054 0.014
H -0.118 0.119 -0.085
H -0.195 0.070 0.079
H -0.054 -0.104 -0.156
H 0.125 -0.011 0.049
H -0.064 -0.104 -0.119
H -0.054 0.274 0.281
H -0.088 -0.039 0.047
H 0.126 0.204 0.088
C 0.018 -0.080 -0.062
S 0.163 0.030 0.074
O -0.109 0.053 -0.118
C -0.061 -0.083 -0.092
H -0.009 0.047 0.024
H -0.033 0.019 0.034
H 0.028 0.010 0.019
H 0.010 -0.008 0.046
H 0.015 0.014 0.010
H 0.019 0.016 0.047
C 0.040 -0.064 -0.105
S 0.073 0.085 -0.036
O -0.006 -0.134 -0.024
C -0.057 -0.018 -0.106
H -0.021 0.029 0.039
H -0.036 0.012 0.035
H 0.006 0.016 0.012
H 0.013 -0.017 0.053
H 0.005 0.024 0.016
H 0.023 0.016 0.045
C -0.029 -0.026 -0.101
S -0.040 -0.036 0.165
O 0.021 -0.005 -0.113
C 0.166 -0.168 -0.097
H 0.016 0.022 0.033
H 0.035 0.014 0.030
H -0.005 0.008 0.020
H -0.042 0.093 -0.056
H -0.019 0.028 0.063
H -0.084 0.076 0.065

Summary:
Charge: -1
Lowest unoccupied orbital energy: 1.45 eV
E_HOMO: -4.560 eV
Calculated total energy: -9331.3384 a.u.

=====

Entry 2:
ORCA calculation (ωB97M-V with the def2-TZVPD basis set) on a structure of composition C20H33IN2O10PSW in a non-equilibrium geometry.

Each line ends with the Mulliken charge.
Positions of all 69 atoms, in Å:
W (0.477359, -1.320019, -1.329216)  2.02
O (3.409225, 1.380403, -1.183364)  -0.63
C (3.316459, 2.095402, -2.431821)  -0.22
C (1.925598, 2.491873, -2.755182)  -1.08
N (0.984706, 1.432486, -3.046770)  1.16
C (1.207764, 0.763929, -4.310851)  -0.82
C (1.177575, -0.724350, -4.255852)  0.36
O (1.037713, -1.445202, -5.207265)  -0.68
O (1.436845, -1.235487, -3.053533)  -0.58
C (-0.380437, 1.879757, -2.927296)  -1.25
C (-1.477227, 0.864982, -2.636981)  0.65
O (-2.587516, 1.316777, -2.841603)  -0.80
O (-1.192948, -0.325708, -2.242730)  -0.86
H (2.545669, 1.132284, -0.821792)  0.00
H (4.036876, 2.928373, -2.334409)  0.39
H (3.655465, 1.350559, -3.199155)  0.17
H (1.595542, 3.097938, -1.886652)  0.30
H (1.967017, 3.250420, -3.543065)  0.39
H (0.636224, 1.140623, -5.160184)  0.26
H (2.200044, 0.924397, -4.703286)  0.48
H (-0.403775, 2.608105, -2.166821)  0.52
H (-0.843188, 2.459449, -3.821859)  0.18
O (-0.988143, -2.086477, -0.128019)  -0.61
N (-1.264033, -3.345266, 0.062824)  0.61
C (-2.094328, -3.760809, 1.052998)  0.11
C (-2.345786, -5.045558, 1.385847)  -0.86
C (-1.864378, -5.978115, 0.422533)  -0.21
C (-1.279933, -5.604287, -0.736562)  -0.68
C (-0.896343, -4.233486, -0.949811)  0.58
S (-0.056134, -3.599338, -2.259022)  -0.55
H (-2.164117, -2.970160, 1.846663)  0.19
H (-2.587952, -5.298888, 2.410176)  0.36
H (-1.938821, -7.047141, 0.569619)  0.32
H (-1.029857, -6.354443, -1.497461)  0.36
I (1.978709, -3.784074, 1.032047)  -0.16
C (2.210939, -2.190673, -0.443231)  -1.39
H (2.798984, -2.552493, -1.289999)  0.61
H (2.848902, -1.493274, 0.104970)  0.37
C (-2.549598, -0.014374, 2.463521)  -0.98
C (-2.765741, 0.996539, 1.293596)  1.84
C (-3.148578, 2.267827, 1.935373)  -1.85
C (-3.844552, 0.414967, 0.323528)  -1.75
O (-1.516559, 1.152600, 0.542648)  0.44
P (-0.005294, 1.400633, 0.626121)  -0.97
O (0.386134, 2.730097, 0.064259)  -0.82
O (0.766218, 0.252855, -0.066163)  1.13
O (0.241455, 1.295268, 2.249262)  0.15
C (1.573192, 1.538831, 2.852926)  1.76
C (1.284004, 1.817501, 4.303011)  -1.98
C (2.356702, 2.720810, 2.224426)  -1.43
C (2.354636, 0.205435, 2.647856)  -1.35
H (-3.514209, -0.293524, 2.905572)  0.61
H (-2.074727, 0.492930, 3.325566)  0.25
H (-1.963388, -0.847788, 1.999666)  -0.31
H (-4.160641, 2.138413, 2.426992)  0.35
H (-3.273167, 3.107518, 1.272476)  0.36
H (-2.397741, 2.555879, 2.614775)  0.41
H (-4.732928, 0.369862, 0.941655)  0.53
H (-3.608926, -0.541254, -0.129530)  0.18
H (-4.076983, 1.104592, -0.501578)  0.36
H (0.667998, 2.761999, 4.341396)  0.39
H (2.219453, 1.865784, 4.751594)  0.52
H (0.620522, 1.000389, 4.718537)  0.27
H (1.929444, 3.629090, 2.639207)  0.40
H (2.445959, 2.873995, 1.153361)  0.16
H (3.384935, 2.632385, 2.571901)  0.41
H (1.595270, -0.557063, 2.867282)  0.31
H (3.177437, 0.103297, 3.314894)  0.48
H (2.576942, 0.102020, 1.601983)  0.11

Forces on the atoms, in the same order (eV/Å):
W -0.547 0.487 -0.842
O 0.271 0.210 0.118
C 0.805 -2.329 0.420
C -0.314 2.060 0.582
N -0.092 -0.182 -0.429
C 0.502 0.396 -0.241
C -0.489 -1.080 0.663
O -0.064 0.204 -0.607
O -0.045 0.005 0.741
C -0.699 0.513 -1.642
C 0.432 0.261 -0.243
O -1.034 -0.373 0.198
O 0.152 -0.057 0.047
H -0.150 0.197 -0.412
H -0.572 -0.180 -0.427
H 0.202 0.807 0.283
H -0.328 -0.699 -0.267
H 0.009 0.025 -0.607
H -0.718 -0.067 0.188
H 0.841 0.326 0.264
H -0.179 0.666 1.267
H 1.200 -0.884 0.783
O -0.139 1.318 0.803
N -0.771 -2.930 -1.945
C 1.528 2.878 2.616
C 1.235 -1.000 -1.267
C -0.788 -0.690 0.878
C 0.759 1.112 -0.900
C -0.772 -0.091 0.922
S 0.126 -0.181 -0.201
H -0.461 -0.656 -1.071
H -0.536 -0.029 -0.338
H -0.299 -0.049 0.265
H 0.079 0.537 0.385
I 0.179 0.039 -0.161
C 0.506 0.300 0.060
H 0.164 -0.541 0.329
H -0.076 -0.020 -0.026
C 0.408 0.279 -0.540
C 0.314 -2.046 -0.148
C -2.251 0.880 -0.256
C 0.467 1.456 0.242
O -1.753 -0.633 -0.234
P 0.978 2.214 0.967
O -0.316 -0.989 0.543
O -0.218 -0.773 -0.004
O 0.525 0.445 -1.164
C 0.247 -0.889 -1.826
C -3.103 -0.181 -0.993
C -0.051 0.114 0.852
C -2.351 0.562 0.218
H 0.015 -0.420 -0.620
H 0.510 -0.462 -0.730
H -0.504 0.451 1.016
H 1.226 0.073 -0.185
H -0.021 0.186 -0.695
H 0.775 0.300 1.174
H -0.376 -0.381 0.033
H 0.307 -0.165 0.239
H 0.369 -0.095 0.201
H 0.913 -0.766 0.296
H 1.437 0.367 1.484
H 0.988 0.734 -0.300
H 0.060 0.354 -0.069
H -0.522 -0.675 -0.095
H 0.126 0.037 0.329
H 0.441 -0.198 0.081
H 0.864 -0.020 0.302
H 0.581 -0.065 -0.303

Summary:
Relative energy (zero: lowest compared OMol25 entry of this formula, charge and spin): 26.25 kcal per mole
<S²>: 2.01
Charge: -1
Lowest unoccupied orbital energy (spin up / spin down): 2.23 / 2.21 eV
Spin multiplicity: 3
E_HOMO (spin up / spin down): -4.424 / -5.777 eV
Calculated total energy: -2748.3500 a.u.